<w>
16 unconnected molecules or ions with the total composition H32O16, computed with the ωB97M-V functional and the def2-TZVPD basis.

Last column: Löwdin charge in e.
Geometry (Å):
1 O -2.425 3.264 0.629  -0.036
2 H -1.657 3.761 0.327  0.011
3 H -2.154 3.023 1.513  0.015
4 O 6.167 -1.193 -0.453  -0.037
5 H 6.079 -0.464 0.128  0.011
6 H 5.617 -1.297 -1.225  0.028
7 O 3.162 2.450 -0.451  -0.028
8 H 3.407 2.301 0.453  0.033
9 H 2.240 2.647 -0.538  -0.010
10 O 2.104 -4.597 0.555  -0.047
11 H 2.205 -5.489 0.865  0.020
12 H 1.272 -4.220 0.842  0.031
13 O 2.124 -1.115 -1.824  -0.038
14 H 3.003 -1.084 -1.430  0.030
15 H 1.632 -0.548 -1.232  0.003
16 O -2.540 0.581 -0.463  -0.049
17 H -3.052 1.234 0.040  0.020
18 H -3.254 -0.065 -0.494  0.008
19 O 0.031 5.172 -0.576  -0.040
20 H 0.427 5.073 0.296  0.039
21 H 0.754 5.159 -1.208  0.042
22 O 0.976 -4.236 -3.118  -0.057
23 H 1.684 -3.672 -2.787  0.018
24 H 0.432 -3.662 -3.650  0.017
25 O -6.016 -0.520 0.889  -0.033
26 H -5.683 -0.241 0.064  -0.006
27 H -5.227 -0.617 1.435  0.003
28 O -3.492 -0.996 3.023  -0.049
29 H -3.242 -1.301 3.914  0.053
30 H -2.707 -0.422 2.997  0.028
31 O 0.073 1.676 -2.101  -0.037
32 H 0.859 2.226 -2.078  0.015
33 H -0.593 2.063 -1.519  0.021
34 O 0.714 0.125 1.544  -0.044
35 H 0.455 0.231 0.624  0.012
36 H -0.125 0.027 2.001  0.019
37 O -3.596 -2.688 -0.727  -0.012
38 H -3.105 -1.962 -1.082  0.002
39 H -3.600 -3.545 -1.065  0.009
40 O -0.780 3.558 3.639  -0.042
41 H 0.120 3.886 3.704  0.040
42 H -0.756 2.622 3.838  0.029
43 O 4.509 -1.603 2.099  -0.050
44 H 4.707 -1.626 3.041  0.035
45 H 4.954 -2.368 1.773  0.014
46 O -2.215 -0.738 -3.956  -0.059
47 H -1.300 -0.786 -3.655  0.026
48 H -2.190 -0.024 -4.601  0.036

HOMO, Ha: -0.4018
HOMO-LUMO gap, eV: 10.3


<x>
16 unconnected molecules or ions with the total composition H32O16, computed with the ωB97M-V functional and the def2-TZVPD basis.

Last column: Löwdin charge in e.
Geometry (Å):
1 O -13.800 3.230 19.710  -0.064
2 H -13.798 3.816 20.471  0.010
3 H -13.200 3.711 19.136  -0.046
4 O -11.055 3.790 21.449  -0.053
5 H -10.972 3.236 22.300  0.090
6 H -10.151 3.982 21.151  0.011
7 O -9.846 5.762 23.600  -0.051
8 H -9.425 4.912 23.561  -0.035
9 H -9.781 6.125 22.711  -0.007
10 O -12.625 5.628 23.583  -0.019
11 H -11.729 5.779 23.449  -0.060
12 H -12.817 6.301 24.210  0.031
13 O -13.130 2.268 23.176  -0.023
14 H -13.547 2.708 22.469  0.005
15 H -13.397 2.901 23.871  0.063
16 O -8.858 1.255 21.890  -0.077
17 H -8.888 1.617 21.012  -0.037
18 H -9.768 0.845 21.932  0.070
19 O -9.336 4.952 19.298  -0.031
20 H -8.784 4.955 20.050  -0.014
21 H -8.784 5.317 18.609  0.099
22 O -8.986 3.229 23.981  -0.025
23 H -8.076 3.190 24.213  0.064
24 H -8.973 2.614 23.264  -0.005
25 O -8.539 2.077 19.261  -0.015
26 H -9.158 2.149 18.516  0.077
27 H -8.246 2.946 19.432  -0.018
28 O -11.102 3.868 25.710  -0.040
29 H -10.646 3.397 25.047  -0.046
30 H -10.836 3.344 26.467  0.037
31 O -10.178 6.787 21.042  -0.027
32 H -10.394 7.563 20.562  0.062
33 H -10.029 6.274 20.260  -0.007
34 O -11.319 1.011 25.270  -0.028
35 H -11.818 1.467 25.930  0.018
36 H -11.612 1.384 24.460  -0.023
37 O -11.326 1.259 20.638  -0.059
38 H -11.484 2.202 20.859  -0.012
39 H -11.348 1.454 19.713  0.025
40 O -7.959 4.225 21.510  -0.051
41 H -7.486 4.624 22.246  0.074
42 H -7.238 3.537 21.335  0.123
43 O -11.980 4.415 18.284  -0.017
44 H -11.861 4.809 17.443  0.049
45 H -11.143 4.580 18.724  0.008
46 O -12.776 6.355 20.354  -0.088
47 H -12.010 6.157 20.922  -0.011
48 H -13.480 6.916 20.775  0.074

HOMO, Ha: -0.3709
HOMO-LUMO gap, eV: 9.3


Energetically preferred structure: <x> | next structure: +32.2 kcal/mol


<w>
16 unconnected molecules or ions with the total composition H32O16, computed with the ωB97M-V functional and the def2-TZVPD basis.

Last column: Löwdin charge in e.
Geometry (Å):
1 O -3.460 0.840 0.322  -0.047
2 H -3.480 0.543 -0.591  0.026
3 H -2.779 0.324 0.750  0.005
4 O 4.990 3.403 0.761  -0.042
5 H 4.827 2.504 0.524  0.017
6 H 4.301 3.992 0.467  0.024
7 O -1.992 4.015 -0.986  -0.054
8 H -1.175 3.645 -1.317  -0.001
9 H -2.377 3.329 -0.432  0.016
10 O 2.164 -3.902 0.495  -0.064
11 H 2.513 -4.764 0.749  0.063
12 H 1.281 -4.075 0.138  0.013
13 O -3.224 1.113 4.063  -0.055
14 H -4.190 1.142 4.065  0.050
15 H -3.102 1.768 3.365  0.017
16 O -0.559 -3.507 0.177  -0.031
17 H -0.905 -4.395 0.101  0.057
18 H -1.184 -2.957 0.638  0.038
19 O 1.083 3.789 -2.555  -0.054
20 H 0.572 4.549 -2.842  0.037
21 H 1.587 3.424 -3.284  0.035
22 O -1.020 2.992 3.032  -0.042
23 H -0.955 2.848 3.980  0.049
24 H -0.134 3.187 2.723  0.026
25 O -0.991 1.157 -4.354  -0.049
26 H -1.427 0.667 -3.652  0.018
27 H -1.684 1.250 -5.012  0.033
28 O -2.314 -1.743 5.051  -0.050
29 H -2.015 -2.524 4.578  0.027
30 H -2.945 -1.313 4.487  -0.006
31 O 4.087 -2.259 0.728  -0.077
32 H 3.834 -3.180 0.538  0.006
33 H 3.369 -1.923 1.246  0.009
34 O 1.769 -1.631 -2.074  -0.022
35 H 2.598 -1.442 -1.694  0.018
36 H 1.376 -2.296 -1.535  0.011
37 O -0.687 -0.208 -0.525  -0.035
38 H 0.185 0.071 -0.819  0.041
39 H -0.735 -0.436 0.391  0.004
40 O -2.943 -2.248 -1.681  -0.036
41 H -3.866 -2.383 -1.891  0.039
42 H -2.390 -1.800 -2.291  0.009
43 O 2.911 -1.854 -4.298  -0.060
44 H 3.847 -1.633 -4.320  0.035
45 H 2.529 -1.034 -4.017  0.006
46 O 1.213 0.728 2.378  -0.046
47 H 0.261 0.577 2.334  0.020
48 H 1.233 1.647 2.092  0.021

HOMO, Ha: -0.3838
HOMO-LUMO gap, eV: 10.0


<x>
16 unconnected molecules or ions with the total composition H32O16, computed with the ωB97M-V functional and the def2-TZVPD basis.

Last column: Löwdin charge in e.
Geometry (Å):
1 O -1.661 -13.585 -18.817  -0.014
2 H -2.529 -13.274 -19.038  -0.009
3 H -1.206 -12.911 -19.237  -0.003
4 O -2.351 -9.012 -14.669  -0.053
5 H -2.079 -8.759 -13.806  0.024
6 H -2.092 -9.945 -14.788  0.011
7 O -0.076 -14.045 -16.637  -0.067
8 H 0.711 -14.221 -17.154  0.083
9 H -0.608 -13.698 -17.404  0.037
10 O -2.269 -11.611 -13.301  -0.033
11 H -1.645 -11.905 -13.891  -0.045
12 H -3.050 -12.021 -13.743  0.023
13 O -4.953 -10.480 -17.603  -0.056
14 H -4.931 -10.765 -16.687  -0.013
15 H -5.763 -10.919 -17.912  0.064
16 O -4.230 -12.951 -19.339  -0.003
17 H -4.792 -13.023 -20.111  0.077
18 H -4.770 -13.190 -18.629  -0.026
19 O -1.021 -16.285 -15.691  -0.042
20 H -0.554 -16.427 -14.867  0.040
21 H -0.891 -15.438 -16.055  -0.066
22 O -3.875 -17.082 -14.845  -0.037
23 H -3.563 -16.572 -15.553  -0.056
24 H -3.905 -16.407 -14.148  0.030
25 O -0.044 -11.141 -18.565  -0.051
26 H 0.232 -10.246 -18.810  0.054
27 H -0.902 -11.092 -18.193  -0.048
28 O -2.276 -10.710 -17.114  -0.024
29 H -2.155 -9.874 -16.683  0.042
30 H -3.150 -10.542 -17.452  0.019
31 O -3.548 -15.408 -17.348  -0.055
32 H -3.639 -15.526 -18.315  0.082
33 H -4.424 -15.032 -17.194  0.003
34 O -0.463 -13.839 -13.916  -0.011
35 H -0.490 -13.958 -14.846  -0.037
36 H 0.417 -13.736 -13.650  0.023
37 O -3.264 -13.083 -15.857  -0.053
38 H -2.675 -12.421 -16.241  0.028
39 H -2.997 -13.869 -16.391  0.039
40 O -5.329 -11.143 -14.903  -0.053
41 H -5.542 -10.359 -14.415  0.056
42 H -5.413 -11.990 -14.400  0.010
43 O -5.313 -13.470 -13.467  0.002
44 H -5.293 -12.851 -12.774  0.039
45 H -4.565 -14.042 -13.380  0.053
46 O -5.577 -13.695 -16.915  -0.022
47 H -6.228 -14.107 -16.395  0.058
48 H -4.885 -13.279 -16.419  -0.018

HOMO, Ha: -0.3744
HOMO-LUMO gap, eV: 10.2


Energetically preferred structure: <x> | next structure: +50.1 kcal/mol


<w>
A molecular structure, C3H4N2O, computed with the ωB97M-V functional and the def2-TZVPD basis.

Last column: Löwdin charge in e.
Geometry (Å):
1 O 2.184 -0.053 0.091  -0.044
2 C 0.810 0.093 0.105  -0.449
3 C -0.139 -0.853 0.510  -0.030
4 N -1.335 -0.281 0.249  -0.046
5 N -1.250 0.943 -0.296  0.030
6 C 0.045 1.190 -0.389  -0.091
7 H 1.511 -0.553 -0.788  0.231
8 H -0.046 -1.856 0.916  0.131
9 H -2.247 -0.698 0.366  0.152
10 H 0.404 2.120 -0.819  0.117

HOMO, Ha: -0.3269
HOMO-LUMO gap, eV: 9.6


<x>
2 unconnected molecules or ions with the total composition C3H4N2O, computed with the ωB97M-V functional and the def2-TZVPD basis.

Last column: Löwdin charge in e.
Geometry (Å):
1 C 0.864 -0.192 0.188  -0.010
2 C -1.666 -0.976 -1.163  -0.504
3 C 1.024 1.255 0.657  -0.155
4 N 0.616 0.074 1.419  0.002
5 N -0.903 -1.416 -1.939  0.180
6 O -2.491 -0.530 -0.475  0.119
7 H 1.848 1.783 0.945  0.051
8 H 0.268 1.805 0.218  0.049
9 H 0.358 -0.124 2.376  0.141
10 H 0.081 -1.679 -2.225  0.127

HOMO, Ha: -0.3355
HOMO-LUMO gap, eV: 10.1


<y>
C3H4N2O in the gas phase, computed with the ωB97M-V functional and the def2-TZVPD basis.

Last column: Löwdin charge in e.
Geometry (Å):
1 O 1.968 0.002 -0.014  0.035
2 C 0.625 0.173 0.057  -0.361
3 C -0.302 -0.786 0.382  -0.182
4 N -1.552 -0.467 0.090  0.075
5 N -1.274 1.499 -0.281  0.176
6 C -0.002 1.358 -0.403  -0.213
7 H 2.126 -0.930 -0.199  0.105
8 H -0.004 -1.720 0.861  0.132
9 H -2.210 -1.116 0.556  0.093
10 H 0.624 1.986 -1.048  0.140

HOMO (alpha / beta), Ha: -0.2930 / -0.2927
HOMO-LUMO gap (alpha / beta), eV: 7.7 / 7.7


Energetically preferred structure: <w> | next structure: +14.5 kcal/mol


<w>
C3H4N2O in the gas phase, computed with the ωB97M-V functional and the def2-TZVPD basis.

Last column: Löwdin charge in e.
Geometry (Å):
1 C 0.249 0.015 -0.831  -0.432
2 C 0.961 -0.246 0.400  -0.090
3 C 0.361 -0.030 1.529  -0.085
4 H 1.454 -0.295 -1.987  0.080
5 H 1.945 -0.644 0.092  0.121
6 H 0.898 0.141 2.526  0.153
7 H -1.355 1.112 1.075  0.148
8 N 0.460 0.100 -2.083  0.147
9 N -1.022 0.132 1.184  0.023
10 O -1.055 -0.046 -0.251  -0.065

SMILES string: [H]/N=c1\cc[nH]o1
HOMO, Ha: -0.3471
HOMO-LUMO gap, eV: 10.1


<x>
C3H4N2O in the gas phase, computed with the ωB97M-V functional and the def2-TZVPD basis.

Last column: Löwdin charge in e.
Geometry (Å):
1 O 1.767 -0.527 -0.338  -0.050
2 C 0.874 0.365 0.373  -0.278
3 C -0.030 -0.557 0.873  -0.079
4 N -1.209 -0.318 0.306  -0.004
5 N -1.195 0.814 -0.465  0.042
6 C 0.045 1.254 -0.400  -0.125
7 H 1.160 -0.783 -1.061  0.098
8 H 0.220 -1.420 1.472  0.134
9 H -1.927 -1.009 0.153  0.152
10 H 0.297 2.180 -0.912  0.109

SMILES string: Oc1cn[nH]c1
HOMO, Ha: -0.3152
HOMO-LUMO gap, eV: 9.1


<y>
C3H4N2O in the gas phase, computed with the ωB97M-V functional and the def2-TZVPD basis.

Last column: Löwdin charge in e.
Geometry (Å):
1 O 2.197 -0.199 0.398  0.028
2 C 0.990 -0.083 0.278  -0.439
3 C -0.114 -0.920 0.687  -0.014
4 N -1.223 -0.345 0.200  -0.041
5 N -1.138 0.703 -0.547  0.024
6 C 0.295 0.914 -0.637  -0.126
7 H 0.758 0.444 -1.517  0.149
8 H -0.134 -1.793 1.311  0.113
9 H -2.162 -0.701 0.378  0.174
10 H 0.530 1.978 -0.550  0.131

HOMO (alpha / beta), Ha: -0.3136 / -0.3136
HOMO-LUMO gap (alpha / beta), eV: 8.6 / 8.6


<z>
C3H4N2O in the gas phase, computed with the ωB97M-V functional and the def2-TZVPD basis.

Last column: Löwdin charge in e.
Geometry (Å):
1 C 0.582 -0.361 0.981  0.060
2 C -0.202 0.951 1.100  -0.039
3 C -0.730 1.065 -0.167  -0.200
4 H 0.158 -1.939 -1.875  0.091
5 H 1.440 -0.776 1.400  0.070
6 H -0.453 1.659 1.868  0.081
7 H -1.242 1.846 -0.649  0.079
8 N 0.166 -0.755 -0.373  -0.228
9 N -0.533 0.056 -1.084  0.066
10 O 0.814 -1.746 -1.200  0.021

SMILES string: On1cccn1
HOMO, Ha: -0.3365
HOMO-LUMO gap, eV: 10.2


Energetically preferred structure: <y> | next structure: +29.1 kcal/mol


<w>
C3H4N2O in the gas phase, computed with the ωB97M-V functional and the def2-TZVPD basis.

Last column: Löwdin charge in e.
Geometry (Å):
1 O 1.758 1.022 -0.395  0.044
2 C 0.560 0.406 -0.202  -0.336
3 C 0.159 -0.481 0.773  -0.050
4 N -1.138 -0.775 0.480  -0.058
5 N -1.594 -0.147 -0.602  0.022
6 C -0.569 0.577 -1.033  -0.102
7 H 2.374 0.727 0.286  0.106
8 H 0.678 -0.940 1.603  0.116
9 H -1.757 -1.382 0.991  0.147
10 H -0.655 1.183 -1.924  0.111

SMILES string: Oc1cn[nH]c1
HOMO, Ha: -0.3188
HOMO-LUMO gap, eV: 9.5


<x>
C3H4N2O in the gas phase, computed with the ωB97M-V functional and the def2-TZVPD basis.

Last column: Löwdin charge in e.
Geometry (Å):
1 O 2.235 0.155 -0.244  0.065
2 C 0.900 0.016 -0.117  -0.439
3 N 0.345 -1.177 -0.061  0.077
4 N -0.958 -0.929 0.211  -0.044
5 C -1.225 0.397 0.261  -0.112
6 C -0.046 1.054 0.034  -0.019
7 H 2.586 -0.743 -0.339  0.112
8 H -1.627 -1.655 0.009  0.146
9 H -2.204 0.790 0.495  0.114
10 H -0.005 2.093 -0.251  0.102

SMILES string: Oc1cc[nH]n1
HOMO, Ha: -0.3290
HOMO-LUMO gap, eV: 10.0


<y>
2 unconnected molecules or ions with the total composition C3H4N2O, computed with the ωB97M-V functional and the def2-TZVPD basis.

Last column: Löwdin charge in e.
Geometry (Å):
1 C -1.461 0.302 -0.270  -0.253
2 C 1.782 -0.603 0.154  -0.002
3 C 1.785 0.515 -0.301  0.004
4 O -1.124 1.213 0.705  -0.020
5 N -1.267 -0.958 -0.117  -0.108
6 N -0.813 -2.006 -0.235  0.168
7 H -0.224 1.041 1.015  0.060
8 H -2.312 0.580 -0.854  0.114
9 H 1.682 -1.629 0.368  0.010
10 H 1.951 1.545 -0.463  0.029

HOMO, Ha: -0.2938
HOMO-LUMO gap, eV: 8.5


Energetically preferred structure: <x> | next structure: +4.6 kcal/mol